Entry from OMol25: a single C18H27N3O4S molecule (ωB97M-V/def2-TZVPD).

Element x y z (Å)
C (3.801, 0.713, -2.411)
C (2.841, 0.123, -1.379)
N (1.972, 1.176, -0.871)
C (0.711, 1.341, -1.303)
O (0.242, 0.693, -2.220)
C (-0.065, 2.498, -0.657)
C (0.280, 2.742, 0.820)
C (-0.872, 3.471, 1.508)
C (-2.111, 2.567, 1.535)
N (-2.170, 1.686, 0.382)
S (-1.799, 0.083, 0.642)
O (-2.409, -0.272, 1.890)
O (-0.398, -0.203, 0.510)
N (-2.612, -0.560, -0.654)
C (-3.974, -0.963, -0.360)
C (-4.000, -2.369, 0.248)
O (-3.322, -3.297, -0.572)
C (-1.978, -2.915, -0.786)
C (-1.905, -1.544, -1.455)
C (-1.577, 2.239, -0.811)
C (3.504, -0.574, -0.212)
C (4.876, -0.759, -0.114)
C (5.422, -1.400, 0.986)
C (4.606, -1.861, 2.003)
C (3.235, -1.681, 1.914)
C (2.688, -1.044, 0.815)
H (3.222, 1.207, -3.188)
H (4.463, 1.444, -1.952)
H (4.394, -0.071, -2.873)
H (2.176, -0.587, -1.888)
H (2.309, 1.695, -0.079)
H (0.190, 3.389, -1.244)
H (1.191, 3.339, 0.908)
H (0.435, 1.783, 1.320)
H (-0.595, 3.741, 2.528)
H (-1.091, 4.393, 0.964)
H (-3.027, 3.170, 1.553)
H (-2.109, 1.922, 2.414)
H (-4.387, -0.238, 0.340)
H (-4.538, -0.942, -1.297)
H (-5.024, -2.737, 0.336)
H (-3.532, -2.328, 1.241)
H (-1.541, -3.689, -1.419)
H (-1.441, -2.870, 0.174)
H (-0.878, -1.204, -1.566)
H (-2.385, -1.575, -2.438)
H (-2.113, 3.162, -1.046)
H (-1.734, 1.521, -1.618)
H (5.535, -0.410, -0.893)
H (6.492, -1.537, 1.047)
H (5.035, -2.359, 2.860)
H (2.589, -2.039, 2.701)
H (1.619, -0.905, 0.746)

Summary:
Energy above the lowest of the compared OMol25 structures with the same formula, charge and spin in eV: 1.484
Orbital gap in Eh: 0.354
Structure (SMILES): C[C@H](NC(=O)[C@@H]1CCCN(S(=O)(=O)N2CCOCC2)C1)c1ccccc1
Spin multiplicity: 1
E_tot in eV: -42599.950
Lowest unoccupied orbital energy in Eh: 0.025
M in g/mol: 381.50

=====

Entry from OMol25: a molecular structure, C18H27N4O2PdS (ωB97M-V/def2-TZVPD).

Element x y z (Å)
Pd (0.523, 0.161, 0.849)
C (-1.580, -0.756, -1.178)
N (-1.559, -0.511, 0.278)
C (-1.740, -1.761, 1.049)
C (-2.496, 0.560, 0.708)
C (-1.907, 1.408, 1.814)
N (-0.592, 1.973, 1.430)
C (0.102, 2.613, 2.571)
C (-0.667, 2.895, 0.276)
H (-2.578, -1.086, -1.480)
H (-0.867, -1.538, -1.431)
H (-1.340, 0.157, -1.719)
H (-2.708, -2.202, 0.797)
H (-1.721, -1.553, 2.117)
H (-0.960, -2.473, 0.796)
H (-3.411, 0.099, 1.084)
H (-2.769, 1.157, -0.160)
H (-1.767, 0.816, 2.720)
H (-2.596, 2.222, 2.063)
H (-0.330, 3.598, 2.764)
H (1.155, 2.741, 2.336)
H (-0.012, 2.004, 3.465)
H (-1.410, 3.669, 0.489)
H (-0.953, 2.373, -0.633)
H (0.300, 3.366, 0.127)
N (2.542, -4.259, 4.625)
C (2.172, -3.253, 3.850)
C (2.342, -3.302, 2.439)
C (1.935, -2.253, 1.679)
N (1.392, -1.124, 2.212)
C (1.203, -1.074, 3.557)
C (1.575, -2.080, 4.388)
H (2.964, -5.092, 4.245)
H (2.420, -4.226, 5.626)
H (2.797, -4.161, 1.964)
H (2.061, -2.281, 0.603)
H (0.759, -0.172, 3.959)
H (1.423, -1.977, 5.454)
O (7.655, 3.812, -0.394)
C (7.077, 2.980, -1.227)
O (7.656, 2.411, -2.115)
C (5.662, 2.538, -1.115)
C (4.901, 2.499, -2.317)
C (3.647, 1.970, -2.312)
C (3.131, 1.413, -1.112)
S (1.631, 0.588, -1.236)
C (3.898, 1.451, 0.097)
C (5.151, 1.983, 0.086)
H (7.043, 4.271, 0.204)
H (5.330, 2.893, -3.230)
H (3.059, 1.947, -3.221)
H (3.494, 1.028, 1.008)
H (5.756, 1.971, 0.984)

Summary:
Energy above the lowest of the compared OMol25 structures with the same formula, charge and spin in eV: 0.586
Orbital gap (spin up / spin down) in Eh: 0.330 / 0.171
Spin multiplicity: 5
E_tot in eV: -43444.894
Lowest unoccupied orbital energy (spin up / spin down) in Eh: -0.319 / -0.471
Charge: +3
M in g/mol: 469.93
Expectation value of S²: 6.043

=====

Entry from OMol25: a molecular structure, C18H27N4O3Rh (ωB97M-V/def2-TZVPD).

Element x y z (Å)
Rh (-0.257, -0.059, 0.174)
O (0.338, -1.555, -1.490)
C (1.037, -0.851, -2.537)
C (0.624, 0.592, -2.617)
C (1.030, 1.404, -3.661)
C (0.624, 2.728, -3.678)
C (-0.173, 3.205, -2.645)
C (-0.528, 2.343, -1.632)
N (-0.139, 1.054, -1.622)
H (-0.469, -1.940, -1.855)
H (0.896, -1.354, -3.494)
H (2.098, -0.900, -2.295)
H (1.640, 0.994, -4.456)
H (0.918, 3.374, -4.494)
H (-0.512, 4.231, -2.624)
H (-1.136, 2.673, -0.803)
O (1.008, 2.951, 2.520)
C (0.903, 1.989, 1.818)
O (-0.220, 1.542, 1.283)
C (2.079, 1.146, 1.447)
C (3.361, 1.422, 1.885)
C (4.380, 0.577, 1.478)
C (4.084, -0.502, 0.652)
C (2.775, -0.718, 0.271)
N (1.794, 0.106, 0.665)
H (3.521, 2.277, 2.526)
H (5.397, 0.753, 1.803)
H (4.861, -1.167, 0.301)
H (2.497, -1.554, -0.357)
C (-3.004, 1.055, 0.744)
N (-2.439, -0.117, 0.035)
C (-2.905, -0.104, -1.368)
C (-2.839, -1.377, 0.694)
C (-2.025, -1.590, 1.940)
N (-0.597, -1.660, 1.604)
C (-0.181, -2.979, 1.101)
C (0.213, -1.306, 2.803)
H (-4.095, 1.030, 0.686)
H (-2.655, 1.971, 0.281)
H (-2.703, 1.066, 1.786)
H (-3.993, -0.203, -1.401)
H (-2.468, -0.930, -1.926)
H (-2.640, 0.835, -1.841)
H (-2.704, -2.194, -0.016)
H (-3.898, -1.358, 0.970)
H (-2.358, -2.503, 2.443)
H (-2.162, -0.766, 2.638)
H (-0.203, -3.707, 1.915)
H (0.833, -2.926, 0.713)
H (-0.847, -3.323, 0.312)
H (-0.035, -1.973, 3.634)
H (0.003, -0.283, 3.105)
H (1.270, -1.421, 2.584)

Summary:
Energy above the lowest of the compared OMol25 structures with the same formula, charge and spin in eV: 0.000
Orbital gap in Eh: 0.333
Spin multiplicity: 1
E_tot in eV: -34201.914
Lowest unoccupied orbital energy in Eh: -0.255
Charge: +2
M in g/mol: 450.34

=====

Entry from OMol25: a single C18H27NO5S molecule (ωB97M-V/def2-TZVPD).

Element x y z (Å)
C (-0.587, 3.144, -3.496)
C (-0.365, 1.648, -3.326)
O (0.100, 1.333, -2.011)
C (-0.819, 1.212, -1.054)
O (-1.996, 1.404, -1.224)
C (-0.211, 0.771, 0.273)
C (-0.346, -0.772, 0.322)
C (0.346, -1.443, -0.829)
C (1.664, -1.878, -0.723)
C (2.294, -2.452, -1.810)
C (1.637, -2.600, -3.020)
C (0.317, -2.180, -3.134)
O (-0.438, -2.269, -4.268)
C (0.133, -2.859, -5.409)
C (-0.318, -1.613, -2.031)
C (1.245, 1.239, 0.394)
C (1.798, 1.002, 1.797)
C (0.895, 1.657, 2.839)
N (-0.478, 1.216, 2.716)
S (-0.857, -0.186, 3.549)
O (0.303, -1.021, 3.717)
O (-2.030, -0.768, 2.970)
C (-1.308, 0.497, 5.173)
C (-1.692, -0.657, 6.073)
C (-1.047, 1.404, 1.404)
H (0.325, 3.689, -3.265)
H (-1.379, 3.478, -2.831)
H (-0.876, 3.355, -4.522)
H (0.418, 1.284, -3.993)
H (-1.295, 1.103, -3.512)
H (-1.410, -1.014, 0.304)
H (0.056, -1.132, 1.269)
H (2.189, -1.780, 0.215)
H (3.316, -2.790, -1.722)
H (2.157, -3.045, -3.854)
H (1.003, -2.296, -5.763)
H (-0.643, -2.837, -6.173)
H (0.426, -3.898, -5.222)
H (-1.348, -1.308, -2.139)
H (1.857, 0.724, -0.346)
H (1.284, 2.310, 0.173)
H (1.852, -0.064, 2.016)
H (2.805, 1.417, 1.872)
H (1.231, 1.401, 3.844)
H (0.907, 2.747, 2.726)
H (-2.135, 1.174, 4.984)
H (-0.447, 1.044, 5.545)
H (-0.850, -1.339, 6.165)
H (-1.978, -0.307, 7.062)
H (-2.524, -1.199, 5.630)
H (-2.045, 0.968, 1.420)
H (-1.138, 2.482, 1.229)

Summary:
Energy above the lowest of the compared OMol25 structures with the same formula, charge and spin in eV: 0.000
Orbital gap in Eh: 0.335
Structure (SMILES): CCOC(=O)[C@@]1(Cc2cccc(OC)c2)CCCN(S(=O)(=O)CC)C1
Spin multiplicity: 1
E_tot in eV: -41667.261
Lowest unoccupied orbital energy in Eh: 0.024
M in g/mol: 369.48

=====

Q: Which value of M does entry 4 give?
A: 369.48 g/mol

=====

Q: Which formula does entry 3 have?
A: C18H27N4O3Rh

=====

Q: Which value of spin multiplicity does entry 1 give?
A: 1